This record from the OMol25 dataset describes one molecule with the formula C25H29N3O3. The level of theory is the ωB97M-V functional and the def2-TZVPD basis.

The relative energy (zero: lowest compared OMol25 entry of this formula, charge and spin) is 4.277 eV. The HOMO energy is -7.6 eV. Its gap between HOMO and LUMO is 8.4 eV. Its calculated total energy is -1359.9973 Ha. Its net charge is 0. The SMILES is COCC[C@H]1CCCCN1Cc1cn(-c2ccccc2)nc1-c1ccc2c(c1)OCO2.

Cartesian coordinates (Å):
C  -3.763  -0.630  0.307
O  -2.373  -0.653  0.110
C  -1.728  -1.829  0.547
C  -1.623  -1.964  2.070
C  -0.893  -0.750  2.661
C  -0.968  -0.699  4.199
C  -0.026  -1.706  4.852
C  1.391  -1.476  4.338
C  1.386  -1.592  2.810
N  0.470  -0.683  2.160
C  0.941  0.677  1.963
C  0.313  1.198  0.710
C  -0.723  2.093  0.617
N  -1.114  2.137  -0.682
C  -2.152  2.867  -1.257
C  -2.837  3.851  -0.550
C  -3.869  4.543  -1.158
C  -4.226  4.267  -2.467
C  -3.540  3.291  -3.172
C  -2.510  2.593  -2.575
N  -0.388  1.303  -1.426
C  0.481  0.720  -0.619
C  1.394  -0.298  -1.125
C  0.927  -1.189  -2.088
C  1.726  -2.202  -2.604
C  3.011  -2.290  -2.125
C  3.492  -1.392  -1.173
C  2.712  -0.389  -0.660
O  4.801  -1.695  -0.884
C  5.125  -2.809  -1.686
O  4.003  -3.181  -2.454
H  -4.130  0.259  -0.206
H  -4.031  -0.566  1.368
H  -4.240  -1.519  -0.124
H  -0.720  -1.763  0.130
H  -2.238  -2.711  0.130
H  -2.619  -2.032  2.512
H  -1.093  -2.890  2.291
H  -1.412  0.130  2.266
H  -1.997  -0.876  4.520
H  -0.688  0.305  4.529
H  -0.341  -2.723  4.608
H  -0.062  -1.597  5.939
H  2.080  -2.208  4.763
H  1.732  -0.479  4.631
H  1.096  -2.612  2.535
H  2.386  -1.419  2.406
H  0.688  1.348  2.801
H  2.028  0.657  1.872
H  -1.192  2.678  1.381
H  -2.568  4.088  0.468
H  -4.396  5.305  -0.603
H  -5.032  4.812  -2.934
H  -3.812  3.073  -4.194
H  -1.964  1.828  -3.103
H  -0.088  -1.078  -2.431
H  1.361  -2.891  -3.347
H  3.116  0.315  0.047
H  5.428  -3.651  -1.042
H  5.961  -2.549  -2.356

Atomic partial charges in e from the Mulliken method, atoms 1 to 8:
1 C -0.90
2 O -0.01
3 C -0.62
4 C -1.11
5 C 0.10
6 C -1.17
7 C -0.70
8 C -0.72